C24H32Cl2IrN3O4PS3Te | ωB97M-V/def2-TZVPD

Geometry as XYZ:
```
71
Properties=species:S:1:pos:R:3:forces:R:3:mulliken_charge:R:1
Ir 0.45743 0.07027 -0.83996 -0.44 0.00 -0.76 2.610
C 2.19947 -2.98155 -2.32169 0.02 0.01 0.05 -1.194
C 2.94665 -1.84788 -1.71581 -0.04 0.18 -0.12 0.422
N 2.44373 -0.66785 -1.42055 0.44 -0.16 0.51 -0.011
C 3.40758 0.21653 -0.96721 -0.08 -0.02 -0.04 -0.112
C 4.65139 -0.30704 -0.88449 0.06 0.05 -0.01 -0.393
S 4.62844 -1.92666 -1.43334 0.00 -0.01 0.01 -0.149
C 2.95543 1.58227 -0.71217 -0.08 0.00 0.00 -0.171
C 3.70845 2.67936 -0.47952 0.01 0.01 0.01 -0.463
S 2.70773 4.05240 -0.33292 0.00 0.00 0.01 -0.180
C 1.31282 3.10599 -0.59387 0.06 -0.12 -0.06 0.204
N 1.58017 1.82863 -0.76614 0.08 0.05 -0.04 0.173
C -0.02234 3.74723 -0.67513 -0.03 0.04 -0.05 0.008
H 1.21057 -2.65218 -2.62682 -0.04 0.01 0.00 0.177
H 2.07123 -3.78282 -1.59634 -0.02 -0.04 0.03 0.222
H 2.74575 -3.37136 -3.18113 -0.01 0.01 0.01 0.568
H 5.56114 0.16597 -0.55296 -0.02 -0.01 -0.01 0.461
H 4.78113 2.74396 -0.40213 -0.02 0.00 -0.01 0.484
H -0.02805 4.69226 -0.13372 -0.01 -0.01 0.01 0.591
H -0.78719 3.09227 -0.26853 0.32 0.33 -0.25 -0.442
H -0.26501 3.95028 -1.71727 0.00 0.04 -0.08 0.179
Cl 0.59925 0.28998 -3.80789 -0.02 -0.07 0.24 -0.151
C -0.51065 1.63505 -3.84087 -0.15 0.11 0.09 0.991
C -0.37944 2.55141 -4.86616 0.01 -0.08 0.00 -0.790
C -1.26144 3.61918 -4.92930 -0.02 0.05 -0.02 -0.469
C -2.24750 3.76441 -3.96935 -0.02 0.04 -0.01 -0.635
C -2.34250 2.84191 -2.93977 0.00 0.06 0.03 0.143
Cl -3.53284 3.11249 -1.70700 -0.08 0.05 0.00 -0.146
C -1.48475 1.74632 -2.83989 0.35 -0.13 -0.06 -0.354
S -1.67722 0.54853 -1.56336 -0.12 0.30 0.31 -0.307
H 0.39568 2.42023 -5.60870 -0.01 0.01 0.01 0.465
H -1.17630 4.34249 -5.72863 0.00 -0.01 0.00 0.411
H -2.93549 4.59789 -3.99978 0.00 -0.01 -0.01 0.448
C 2.93953 -2.33296 2.55863 -0.01 0.00 -0.01 -0.969
C 1.89492 -3.24818 1.96669 -0.01 0.00 -0.03 -0.337
O 1.34057 -2.59793 0.80396 0.01 -0.01 0.01 0.238
P -0.16907 -2.83740 0.31980 0.02 0.05 -0.04 0.064
O -0.31288 -1.81441 -0.83272 0.07 0.00 0.06 -0.623
Te -1.76561 -2.84515 2.01480 -0.06 0.14 0.06 -0.289
O -0.02959 -4.25683 -0.39030 -0.05 -0.04 0.00 -0.170
C -1.18920 -5.03331 -0.79134 0.02 0.00 0.00 -0.344
C -1.16573 -6.36441 -0.08300 0.01 0.00 -0.01 -1.202
H 3.38634 -2.79457 3.43982 0.00 0.00 -0.01 0.443
H 2.48537 -1.38620 2.85480 0.01 -0.01 0.00 0.101
H 3.73377 -2.12923 1.83833 0.01 0.01 -0.01 0.197
H 1.09258 -3.44629 2.67951 -0.02 0.00 0.00 0.301
H 2.32191 -4.20109 1.64814 0.00 0.00 0.00 0.265
H -1.12151 -5.14362 -1.87358 0.01 0.00 0.00 0.294
H -2.09726 -4.47735 -0.55263 0.02 0.00 0.00 0.409
H -0.23918 -6.89845 -0.29574 -0.01 0.00 0.00 0.294
H -2.00311 -6.97702 -0.42032 0.01 0.01 0.00 0.402
H -1.25298 -6.21897 0.99333 0.00 0.00 0.00 0.253
O -0.04188 0.32347 1.08912 0.16 -0.19 0.08 -1.242
C -0.78567 1.07663 1.78883 0.00 0.02 -0.09 1.006
C -0.59980 0.99156 3.27724 -0.05 0.00 0.02 -0.733
C -1.88749 0.77575 4.12108 0.01 0.00 0.00 -0.679
C -3.22130 0.85698 3.37625 0.04 -0.05 -0.01 -0.566
C -3.57219 2.24264 2.84408 0.01 0.00 -0.02 -0.692
C -2.38545 2.89036 2.13774 0.01 0.00 -0.03 -1.120
N -1.63796 1.95193 1.29693 -0.06 -0.19 0.15 0.017
H -0.10059 1.92020 3.57329 0.00 0.01 -0.01 0.403
H 0.11032 0.18669 3.44642 -0.01 -0.04 0.00 -0.039
H -1.88486 1.48923 4.94829 0.00 0.00 0.00 0.298
H -1.81728 -0.21601 4.56590 0.00 0.00 -0.01 0.446
H -4.01304 0.52036 4.04715 0.01 0.00 -0.01 0.432
H -3.20662 0.14461 2.54971 0.00 -0.08 -0.03 0.128
H -3.87487 2.90627 3.65789 0.00 0.00 -0.01 0.364
H -4.42097 2.16789 2.16141 0.01 -0.01 0.00 0.332
H -1.69246 3.30470 2.87063 0.01 0.02 0.00 0.446
H -2.69804 3.71353 1.49571 -0.02 -0.01 -0.01 0.527
H -1.83205 1.89659 0.29651 -0.27 -0.33 0.15 -0.242
```
Forces are in eV/Å.

energy above the lowest of the compared OMol25 structures with the same formula, charge and spin: 41.1 kcal per mole
LUMO (alpha / beta): -0.13838 / -0.13833 hartree
frontier orbital gap (alpha / beta): 0.2073 / 0.2074 hartree
HOMO (alpha / beta): -9.41 / -9.41 eV
total charge: +1

=====

C24H32Cl2N5RuSSb | ωB97M-V/def2-TZVPD

Geometry as XYZ:
```
66
Properties=species:S:1:pos:R:3:forces:R:3:lowdin_spin:R:1
Ru 0.94466 -0.12468 1.04985 0.15 -1.10 -2.97 0.001
S 1.58552 2.28509 7.99375 -0.01 -0.06 -0.16 0.000
N 1.02927 3.04023 6.68625 0.04 -0.12 -0.06 0.000
C 1.11880 2.18001 5.67983 -0.08 0.23 -0.06 0.000
C 0.74339 2.45129 4.30004 0.02 0.18 0.22 0.000
C 0.23715 3.66087 3.81382 -0.02 0.01 -0.03 0.000
C -0.05718 3.77041 2.46757 0.07 -0.04 0.06 0.000
C 0.16451 2.68678 1.62145 0.12 -0.05 0.14 0.000
N 0.64753 1.53026 2.07915 -0.52 0.59 0.46 0.000
C 0.91866 1.41217 3.40027 -0.07 0.11 -0.16 0.000
C 1.40654 0.12397 3.79808 0.02 -0.18 -0.03 0.000
N 1.46362 -0.79492 2.80542 0.22 -0.57 0.75 0.000
C 1.92330 -2.01695 3.07869 -0.04 0.08 0.14 0.000
C 2.36643 -2.35912 4.35405 0.00 0.07 -0.01 0.000
C 2.31212 -1.42644 5.37195 -0.01 -0.02 -0.01 0.000
C 1.80065 -0.15447 5.09770 0.10 0.05 0.26 0.000
C 1.64965 0.92618 6.06161 0.06 -0.23 0.08 0.000
N 1.95525 0.85701 7.35094 -0.05 0.06 -0.11 0.000
H 0.08514 4.48826 4.49520 -0.01 0.01 -0.02 0.000
H -0.44989 4.68868 2.05585 0.00 0.01 0.00 0.000
H -0.03443 2.74972 0.55864 -0.04 -0.02 0.02 0.000
H 1.92830 -2.73077 2.26376 0.01 0.02 0.01 0.000
H 2.75438 -3.35216 4.52937 -0.02 -0.02 0.00 0.000
H 2.65923 -1.65865 6.37042 -0.03 -0.03 0.01 0.000
Cl 1.53199 -1.93281 -0.96605 0.03 0.10 0.47 0.045
C 3.24572 -1.47044 -0.76854 0.05 0.05 0.13 0.001
Cl 3.31394 0.11109 0.05181 0.21 0.30 0.22 0.001
H 3.71582 -1.38615 -1.74252 -0.01 0.04 0.04 0.000
H 3.73462 -2.20531 -0.13797 -0.03 -0.02 -0.04 0.000
C -3.59643 -1.58618 2.97031 0.05 0.00 0.01 0.000
C -3.48495 -1.35012 1.45635 0.13 0.03 -0.14 0.000
C -3.91985 -2.59640 0.66948 0.08 -0.01 0.00 0.000
C -4.30010 -0.11680 1.03299 0.03 0.01 0.02 0.000
C -2.06889 -1.07459 1.14330 -0.07 -0.09 -0.15 0.000
N -0.96984 -0.84919 0.88170 -0.22 0.65 1.28 0.000
H -4.64256 -1.78219 3.20093 -0.01 -0.01 0.02 0.000
H -3.28156 -0.70893 3.53499 -0.01 0.01 0.00 0.000
H -3.00808 -2.44626 3.28716 -0.01 -0.03 0.00 0.000
H -4.96239 -2.79771 0.91013 -0.01 -0.02 -0.01 0.000
H -3.32882 -3.46897 0.94506 -0.01 -0.02 0.02 0.000
H -3.83852 -2.43928 -0.40551 -0.03 0.01 -0.02 0.000
H -5.35617 -0.35244 1.15367 -0.02 0.01 0.02 0.000
H -4.12636 0.14342 -0.01053 -0.03 -0.02 -0.03 0.000
H -4.06854 0.74441 1.65918 0.00 0.01 -0.01 0.000
C -0.85126 -0.57440 -6.97411 0.01 -0.05 0.00 0.030
C 0.18076 -1.50813 -6.34960 -0.14 -0.17 -0.01 0.095
Sb 0.72965 -0.96968 -4.35223 0.01 0.46 -0.48 0.582
C 2.45750 0.28061 -4.51227 0.17 -0.06 -0.01 0.077
C 2.59085 0.89385 -5.90882 -0.03 -0.03 0.02 0.026
C -0.66905 0.35951 -3.43463 -0.18 -0.10 0.04 0.073
C -0.83745 1.66830 -4.21093 0.06 -0.01 0.06 0.030
H -1.03980 -0.91921 -7.99261 0.01 -0.02 0.00 0.010
H -0.49927 0.45272 -7.04389 0.00 0.02 0.00 0.000
H -1.80535 -0.59922 -6.44852 0.01 0.03 0.03 0.001
H 1.13438 -1.49907 -6.87601 -0.01 -0.07 -0.03 0.003
H -0.17461 -2.53466 -6.28577 0.01 -0.02 -0.11 0.002
H 3.33064 -0.32517 -4.27265 0.05 0.07 0.04 0.003
H 2.32757 1.04217 -3.74117 0.05 -0.03 0.03 0.002
H 2.76875 0.13747 -6.67088 -0.02 -0.01 -0.01 0.001
H 3.45147 1.56355 -5.92232 0.00 0.01 0.04 0.008
H 1.71749 1.47980 -6.19271 -0.02 0.00 -0.01 0.000
H -0.26024 0.52792 -2.43467 -0.08 0.00 -0.01 0.000
H -1.61012 -0.18041 -3.33848 -0.02 0.04 0.08 0.000
H 0.11064 2.18023 -4.37487 0.02 0.01 -0.02 0.001
H -1.47538 2.34620 -3.64142 0.01 -0.03 0.03 0.008
H -1.31878 1.50961 -5.17107 0.00 -0.01 -0.04 0.000
```
Forces are in eV/Å.

energy above the lowest of the compared OMol25 structures with the same formula, charge and spin: 15.5 kcal per mole
LUMO (alpha / beta): -0.32435 / -0.39075 hartree
multiplicity: 2
expectation value of S²: 0.75
frontier orbital gap (alpha / beta): 0.2780 / 0.2116 hartree
HOMO (alpha / beta): -16.39 / -16.39 eV
total charge: +3

=====

C24H32Cl4N2O5P2Ru | ωB97M-V/def2-TZVPD

Geometry as XYZ:
```
70
Properties=species:S:1:pos:R:3:forces:R:3:lowdin_spin:R:1
Ru 0.51108 0.28012 0.00560 -2.06 1.82 -0.21 0.040
C 4.94918 1.01004 1.95717 -0.10 0.36 -0.05 0.000
N 4.32796 -0.29238 2.10981 -0.23 0.12 0.03 0.000
C 5.23914 -1.38954 2.36021 0.02 -0.32 -0.05 0.000
C 3.01921 -0.42132 1.86159 0.18 -0.53 0.15 0.000
O 2.30743 0.54492 1.59477 -0.71 0.25 -0.99 0.003
C 2.39942 -1.82743 1.96180 0.12 0.05 -0.20 0.000
O 1.19332 -1.84741 1.22587 0.01 -0.01 0.15 -0.002
C 0.03738 -2.39673 1.81453 -0.04 0.08 -0.18 0.000
C -0.89010 -1.28920 2.34976 -0.02 -0.58 -0.14 0.000
O -0.57839 -0.10772 2.21234 0.46 0.58 -0.96 -0.002
N -2.02544 -1.65701 2.95791 0.09 0.18 -0.02 0.000
C -2.84908 -0.65414 3.60434 0.03 0.36 0.06 0.000
C -2.54665 -3.00349 3.01953 0.10 -0.30 0.10 0.000
H 5.51915 1.25785 2.85347 -0.01 -0.03 -0.04 0.000
H 5.61468 1.01278 1.09163 0.02 -0.02 0.03 0.000
H 4.16484 1.74763 1.80659 0.16 0.00 0.01 0.000
H 6.08602 -1.01582 2.93312 -0.06 -0.02 0.02 0.000
H 4.76538 -2.18021 2.93466 0.02 -0.03 0.05 0.000
H 5.61861 -1.80565 1.42300 0.02 -0.01 0.03 0.000
H 3.07114 -2.57702 1.52187 -0.11 0.13 0.21 0.000
H 2.23172 -2.05756 3.02234 0.07 0.01 -0.11 0.000
H -0.47023 -2.92874 1.00039 0.02 -0.07 0.22 0.000
H 0.29226 -3.09581 2.62066 -0.10 0.00 -0.15 0.000
H -2.32621 0.29894 3.57357 -0.12 -0.06 0.05 0.000
H -3.80938 -0.55667 3.09511 -0.02 -0.02 -0.01 0.000
H -3.02628 -0.94105 4.64188 -0.02 0.00 -0.02 0.000
H -2.11839 -3.62981 2.24418 0.01 -0.08 -0.03 0.000
H -2.36125 -3.46023 3.99405 0.01 -0.02 0.00 0.000
H -3.62588 -2.96053 2.86842 0.03 -0.04 -0.05 0.000
C -2.90114 -1.46591 -0.70878 0.56 0.23 0.18 -0.001
P -1.77118 -0.10360 -1.20249 1.14 0.91 0.25 -0.002
C -1.79119 -0.27314 -3.02998 0.27 -0.11 0.30 -0.002
C -2.75892 1.43384 -0.99738 0.21 -0.10 0.20 0.002
C -4.11357 1.45531 -1.31821 0.06 0.03 0.03 0.000
C -4.85174 2.61945 -1.20660 0.04 0.03 0.01 0.000
C -4.23293 3.78739 -0.78649 0.02 -0.01 -0.02 0.000
C -2.88575 3.77959 -0.46704 0.01 0.03 -0.03 0.000
C -2.13502 2.61043 -0.55888 0.07 -0.33 0.13 0.001
P -0.35806 2.62106 -0.08652 0.80 -1.33 -0.15 -0.006
C -0.28273 3.76678 1.33998 0.05 -0.44 -0.11 -0.005
C 0.42298 3.61083 -1.41149 -0.03 -0.30 0.20 0.001
H -3.78216 -1.52158 -1.34713 0.05 0.07 0.00 0.000
H -3.19497 -1.32149 0.32969 -0.09 -0.05 0.05 0.000
H -2.33473 -2.39342 -0.80347 -0.03 -0.04 -0.02 0.000
H -2.77567 -0.01794 -3.42281 0.02 0.00 0.04 -0.001
H -1.54694 -1.30292 -3.28697 0.01 -0.03 -0.04 0.000
H -1.03817 0.38089 -3.46848 -0.02 0.05 -0.02 0.001
H -4.60019 0.55248 -1.65642 -0.07 -0.08 -0.05 0.000
H -5.90360 2.61721 -1.44965 -0.08 0.01 -0.02 0.000
H -4.80020 4.70314 -0.71016 -0.03 0.06 0.02 0.000
H -2.41730 4.69761 -0.14161 0.00 0.07 0.02 0.000
H -0.59165 4.77307 1.06549 -0.01 0.01 -0.02 -0.001
H 0.74752 3.79245 1.69157 0.04 0.01 0.01 0.000
H -0.91112 3.38702 2.14226 -0.03 0.01 0.06 0.000
H -0.12380 4.53692 -1.57945 -0.02 0.05 0.01 0.000
H 0.45711 3.02638 -2.32889 0.01 -0.01 -0.03 0.000
H 1.44588 3.83128 -1.10935 0.05 0.02 -0.04 0.000
Cl 2.05227 -3.71841 -5.75731 -0.03 -0.01 0.03 0.028
C 2.01805 -2.47710 -4.57834 -0.56 -0.35 0.47 0.089
C 2.81952 -1.32771 -4.75817 0.23 0.66 0.28 0.091
Cl 3.76372 -1.18491 -6.17888 0.04 0.03 0.03 0.030
C 2.82782 -0.32283 -3.80755 0.22 -0.15 -0.54 0.028
Cl 3.78168 1.08631 -4.04598 0.00 0.07 0.14 0.002
C 2.03760 -0.40088 -2.63038 -0.33 -0.59 0.01 0.129
O 2.03575 0.49905 -1.74762 -1.13 0.27 1.08 0.207
C 1.16879 -1.58639 -2.46260 -0.03 0.31 0.35 0.121
O 0.41165 -1.66063 -1.45206 0.70 -0.50 -0.08 0.220
C 1.20477 -2.58612 -3.46535 0.22 -0.34 -0.76 0.031
Cl 0.18700 -3.96034 -3.26670 -0.07 0.03 0.13 0.002
```
Forces are in eV/Å.

energy above the lowest of the compared OMol25 structures with the same formula, charge and spin: 61.5 kcal per mole
LUMO (alpha / beta): -0.08298 / -0.13751 hartree
multiplicity: 2
expectation value of S²: 0.95
frontier orbital gap (alpha / beta): 0.2748 / 0.2429 hartree
HOMO (alpha / beta): -9.74 / -10.35 eV
total charge: +1